Record 1
Computed, not measured: a 2-piece molecular cluster, C31H28N4O2S overall in a non-equilibrium geometry, with wB97M-V/def2-TZVPD.

ORCA input file:
```
! wB97M-V def2-TZVPD RIJCOSX def2/J DEFGRID3
* xyz 0 1
C -5.56 0.78 -2.89
N -5.26 0.41 -1.49
C -5.89 -0.79 -1.03
C -5.67 -2.02 -1.67
C -6.17 -3.20 -1.11
C -6.97 -3.14 0.04
C -7.25 -1.90 0.64
C -6.70 -0.73 0.12
C -3.96 0.74 -0.99
C -3.79 1.80 -0.08
C -2.54 2.15 0.39
C -1.36 1.48 -0.03
C -0.09 1.97 0.41
C 1.18 1.65 -0.17
C 2.39 1.83 0.59
C 3.60 1.39 0.12
C 3.71 0.88 -1.19
N 4.96 0.41 -1.62
C 5.31 0.66 -3.01
C 5.50 -0.77 -1.02
C 5.25 -2.01 -1.63
C 5.75 -3.17 -1.06
C 6.57 -3.10 0.07
C 6.85 -1.86 0.66
C 6.30 -0.69 0.13
C 2.57 0.82 -2.01
C 1.33 1.14 -1.49
C -1.56 0.33 -0.86
C -2.81 0.05 -1.41
H -5.17 1.79 -3.09
H -5.13 0.08 -3.63
H -6.65 0.79 -3.02
H -5.06 -2.03 -2.58
H -5.95 -4.15 -1.59
H -7.40 -4.06 0.44
H -7.92 -1.85 1.50
H -6.90 0.24 0.58
H -4.67 2.36 0.25
H -2.43 2.99 1.07
H -0.09 2.89 1.01
H 2.34 2.28 1.58
H 4.50 1.42 0.73
H 6.37 0.41 -3.16
H 4.69 0.07 -3.71
H 5.15 1.72 -3.22
H 4.65 -2.02 -2.54
H 5.52 -4.13 -1.54
H 7.00 -4.01 0.48
H 7.52 -1.80 1.52
H 6.53 0.29 0.56
H 2.67 0.42 -3.02
H 0.45 1.00 -2.13
H -0.74 -0.34 -1.13
H -2.94 -0.72 -2.17
C -0.06 1.56 2.81
C 0.91 2.31 3.58
O 1.27 3.48 3.37
N 1.52 1.66 4.70
C 1.43 0.33 5.04
S 2.40 -0.42 6.17
N 0.46 -0.32 4.31
C -0.33 0.20 3.23
O -1.20 -0.54 2.76
H -1.02 2.13 2.71
H 2.24 2.18 5.20
H 0.34 -1.31 4.52
*
```

The frontier orbital gap comes out at 6.1 eV. The calculation puts the energy relative to the best compared isomer or geometry (same formula, charge and spin) at 7.4 kJ/mol. Its total energy is -53490.28890 eV.

=====

Record 2
Computed, not measured: C6H10N as an isolated structure in a non-equilibrium geometry, with wB97M-V/def2-TZVPD.

ORCA input file:
```
! wB97M-V def2-TZVPD RIJCOSX def2/J DEFGRID3
* xyz 1 1
C 0.67 -1.34 -0.09
C 1.48 -0.29 -0.09
C -0.28 0.51 -0.02
C 2.82 0.25 0.17
C -1.07 1.67 0.11
C -1.84 -1.35 0.00
N -0.58 -0.74 -0.07
H 0.80 -2.38 -0.41
H 2.78 0.67 1.10
H 3.11 1.11 -0.42
H 3.46 -0.53 0.23
H -1.86 1.54 -0.63
H -0.48 2.63 -0.27
H -1.58 1.85 1.17
H -2.10 -1.62 0.92
H -1.89 -2.28 -0.62
H -2.75 -0.70 -0.39
*
```

The frontier orbital gap comes out at 8.9 eV. The calculation puts the energy relative to the best compared isomer or geometry (same formula, charge and spin) at 348.5 kJ/mol. Its total energy is -7862.73652 eV.

=====

Record 3
Computed, not measured: a 2-piece molecular cluster, C3H10N2 overall in a non-equilibrium geometry, with wB97M-V/def2-TZVPD.

ORCA input file:
```
! wB97M-V def2-TZVPD RIJCOSX def2/J DEFGRID3
* xyz 0 1
C 0.72 -0.51 2.90
N 0.01 0.54 2.55
H 0.42 -1.57 2.94
H 1.73 -0.29 3.33
H -0.87 0.42 2.01
C -1.22 0.71 -1.68
C 0.26 0.38 -1.07
N 0.51 -1.05 -1.11
H -1.40 -0.04 -2.50
H -1.47 1.76 -2.04
H -2.02 0.35 -0.89
H 0.33 0.87 0.00
H 0.99 1.01 -1.65
H 1.54 -1.14 -0.77
H 0.46 -1.46 -2.02
*
```

The frontier orbital gap comes out at 10.4 eV. Its SMILES is C=N.CCN. The calculation puts the energy relative to the best compared isomer or geometry (same formula, charge and spin) at 201.6 kJ/mol. Its total energy is -6251.33881 eV.

=====

Record 4
Computed, not measured: a 3-piece molecular cluster, C39H78BrClIN6O5 overall in a non-equilibrium geometry, with wB97M-V/def2-TZVPD.

ORCA input file:
```
! wB97M-V def2-TZVPD RIJCOSX def2/J DEFGRID3
* xyz 1 1
C 1.54 3.77 6.65
C 1.94 2.90 5.33
C 2.23 3.98 4.17
Br 4.15 4.53 4.38
C 2.08 3.41 2.67
N 2.12 1.90 2.81
C 1.95 1.24 1.44
C 1.90 -0.35 1.70
C 3.19 -0.90 2.52
C 3.69 -2.32 1.90
C 2.54 -3.40 2.31
C 1.44 -3.61 1.16
O 0.09 -3.41 1.72
C -0.77 -4.34 1.08
C -1.04 -4.32 -0.50
O -1.35 -5.24 1.74
C 0.75 1.83 0.58
C -0.25 0.61 0.14
C -1.42 1.09 -0.90
C -2.57 -0.03 -0.83
N -3.92 0.26 -1.38
O -2.39 -1.18 -0.36
C 1.19 2.40 -0.89
C 2.57 3.19 -0.96
C 3.75 2.22 -1.53
Cl 2.36 4.48 -2.29
N -0.10 2.88 1.31
N -1.22 2.39 1.98
C -2.41 3.27 1.83
C -3.79 2.58 1.38
O -2.41 4.51 2.03
C -1.05 1.86 3.33
C -1.61 2.77 4.56
O -0.57 0.76 3.68
C 0.71 3.93 2.04
C 0.84 5.27 1.10
C 2.13 6.17 1.39
C 2.02 7.04 2.77
I 2.12 7.71 -0.21
H 1.16 3.13 7.51
H 0.64 4.43 6.32
H 2.36 4.51 6.95
H 2.90 2.34 5.64
H 1.05 2.22 5.13
H 1.57 4.89 4.40
H 3.04 3.69 2.11
H 3.10 1.74 3.14
H 3.00 1.39 0.96
H 2.00 -0.83 0.66
H 0.95 -0.72 2.18
H 3.03 -0.95 3.65
H 4.06 -0.17 2.31
H 4.68 -2.63 2.40
H 3.82 -2.24 0.77
H 2.04 -2.99 3.25
H 3.03 -4.40 2.61
H 1.59 -4.66 0.72
H 1.53 -2.87 0.29
H -0.44 -5.13 -1.06
H -0.76 -3.29 -0.89
H -2.16 -4.53 -0.68
H -0.69 0.05 1.03
H 0.32 -0.19 -0.48
H -0.97 1.04 -1.95
H -1.84 2.12 -0.64
H -3.84 0.17 -2.41
H -4.03 1.29 -1.23
H 1.30 1.47 -1.56
H 0.40 3.05 -1.38
H 2.88 3.77 -0.03
H 3.72 1.18 -1.04
H 3.46 2.04 -2.63
H 4.77 2.73 -1.41
H -0.52 3.43 0.51
H -3.66 1.44 1.28
H -4.11 2.94 0.34
H -4.65 2.78 2.09
H -1.55 3.88 4.35
H -2.74 2.52 4.59
H -1.19 2.43 5.56
H 0.10 4.33 2.94
H -0.07 5.94 1.34
H 0.78 5.05 -0.01
H 3.14 5.66 1.27
H 3.00 6.99 3.34
H 1.10 6.73 3.39
H 1.86 8.15 2.52
C -5.93 -2.61 -0.80
C -6.84 -3.82 -0.60
N -6.40 -5.02 -1.29
C -7.41 -6.08 -1.30
C -7.82 -6.69 0.03
C -5.04 -5.47 -1.00
C -4.69 -5.78 0.46
H -5.80 -2.40 -1.87
H -6.36 -1.73 -0.33
H -4.94 -2.77 -0.36
H -7.83 -3.53 -0.99
H -6.97 -3.98 0.48
H -7.08 -6.88 -1.97
H -8.31 -5.68 -1.78
H -7.06 -7.37 0.42
H -8.74 -7.28 -0.10
H -8.03 -5.93 0.79
H -4.34 -4.70 -1.36
H -4.81 -6.35 -1.61
H -5.08 -5.03 1.15
H -3.60 -5.80 0.58
H -5.06 -6.76 0.76
C 2.72 -1.23 -3.45
C 3.86 -1.25 -4.46
N 3.49 -1.81 -5.75
C 4.64 -2.07 -6.62
C 5.45 -0.86 -7.09
C 2.34 -1.20 -6.41
C 2.40 0.29 -6.71
H 2.31 -2.23 -3.30
H 3.09 -0.88 -2.48
H 1.91 -0.56 -3.75
H 4.66 -1.86 -4.03
H 4.26 -0.23 -4.56
H 4.31 -2.63 -7.50
H 5.31 -2.75 -6.09
H 4.94 -0.31 -7.87
H 6.40 -1.21 -7.52
H 5.69 -0.18 -6.28
H 1.45 -1.39 -5.79
H 2.12 -1.74 -7.34
H 2.80 0.88 -5.88
H 1.39 0.67 -6.91
H 2.99 0.50 -7.60
*
```

The frontier orbital gap comes out at 5.2 eV. Its total energy is -151537.16119 eV.

=====

Record 5
Computed, not measured: C55H68N9S3ScSi as an isolated structure, with wB97M-V/def2-TZVPD.

ORCA input file:
```
! wB97M-V def2-TZVPD RIJCOSX def2/J DEFGRID3
* xyz 2 1
Sc -0.78 1.69 0.39
C -2.91 -0.12 2.89
C -3.63 0.86 1.97
N -2.76 2.02 1.68
C -3.57 3.26 1.54
C -2.71 4.46 1.16
N -1.37 4.25 1.71
C -0.52 5.43 1.77
C 0.76 5.10 2.53
C 1.43 3.79 2.12
N 0.69 2.56 2.49
C 0.57 2.38 3.94
C -0.33 1.20 4.31
N -1.74 1.58 4.29
C -2.65 0.42 4.29
H -1.97 -0.41 2.41
H -3.50 -1.03 2.96
H -4.54 1.21 2.48
H -3.93 0.38 1.04
H -2.24 2.14 2.55
H -4.06 3.45 2.51
H -4.37 3.10 0.82
H -3.18 5.38 1.54
H -2.61 4.57 0.08
H -1.47 3.91 2.67
H -1.02 6.27 2.26
H -0.28 5.74 0.76
H 0.57 5.11 3.61
H 1.48 5.90 2.37
H 2.43 3.76 2.56
H 1.56 3.78 1.04
H 1.26 1.78 2.15
H 0.16 3.28 4.40
H 1.56 2.24 4.39
H -0.03 0.79 5.28
H -0.18 0.41 3.58
H -1.93 2.16 5.10
H -3.60 0.74 4.73
H -2.27 -0.38 4.93
N -1.55 -0.17 -0.17
S -1.30 -1.35 -1.00
N -0.42 -2.58 -0.30
S 1.08 -2.87 -0.48
N 2.15 -1.76 -0.33
S 2.04 -0.58 0.81
N 1.04 0.47 0.64
C 1.94 -1.49 2.34
C 0.66 -1.83 2.76
C 0.51 -2.59 3.91
C 1.63 -3.01 4.61
C 2.91 -2.69 4.16
C 3.07 -1.93 3.02
C 3.72 0.02 0.77
C 4.62 -0.35 -0.22
C 5.86 0.26 -0.25
C 6.19 1.22 0.70
C 5.28 1.57 1.69
C 4.03 0.98 1.72
C 1.48 -3.62 -2.04
C 0.71 -4.72 -2.39
C 1.02 -5.40 -3.56
C 2.09 -4.97 -4.35
C 2.84 -3.87 -3.97
C 2.55 -3.19 -2.80
C 1.36 -4.21 0.65
C 2.67 -4.66 0.75
C 2.93 -5.76 1.55
C 1.90 -6.38 2.24
C 0.60 -5.90 2.13
C 0.32 -4.81 1.33
C -2.79 -2.22 -1.38
C -3.84 -1.40 -1.77
C -5.05 -1.98 -2.12
C -5.19 -3.36 -2.06
C -4.14 -4.17 -1.65
C -2.92 -3.60 -1.31
C -0.49 -1.12 -2.57
C 0.61 -0.28 -2.62
C 1.30 -0.15 -3.81
C 0.87 -0.82 -4.95
C -0.24 -1.64 -4.89
C -0.93 -1.81 -3.70
H -0.19 -1.51 2.18
H -0.48 -2.86 4.25
H 1.52 -3.61 5.51
H 3.78 -3.03 4.71
H 4.06 -1.68 2.66
H 4.35 -1.11 -0.94
H 6.58 -0.02 -1.01
H 7.17 1.69 0.67
H 5.54 2.32 2.43
H 3.32 1.25 2.49
H -0.10 -5.06 -1.76
H 0.43 -6.26 -3.86
H 2.33 -5.51 -5.26
H 3.67 -3.55 -4.59
H 3.12 -2.32 -2.50
H 3.47 -4.18 0.20
H 3.94 -6.13 1.64
H 2.11 -7.24 2.86
H -0.21 -6.39 2.67
H -0.69 -4.42 1.23
H -3.70 -0.32 -1.81
H -5.87 -1.36 -2.44
H -6.14 -3.81 -2.33
H -4.26 -5.24 -1.60
H -2.09 -4.21 -0.99
H 0.91 0.27 -1.74
H 2.17 0.50 -3.85
H 1.41 -0.69 -5.88
H -0.58 -2.16 -5.78
H -1.79 -2.46 -3.66
C 2.20 2.96 -1.52
Si 0.54 3.51 -2.22
C 0.64 3.50 -4.09
C 0.19 5.31 -1.79
N -0.72 2.51 -1.50
C -1.89 2.21 -2.25
C -3.15 2.46 -1.71
C -4.33 2.17 -2.40
C -4.28 1.63 -3.67
C -3.03 1.37 -4.23
C -1.86 1.64 -3.54
H 2.88 3.81 -1.42
H 2.68 2.24 -2.19
H 2.12 2.48 -0.54
H 1.32 4.31 -4.37
H -0.33 3.72 -4.55
H 1.02 2.58 -4.53
H 1.07 5.85 -1.43
H -0.60 5.39 -1.05
H -0.17 5.84 -2.68
H -3.21 2.93 -0.75
H -5.28 2.41 -1.94
H -5.18 1.43 -4.22
H -2.97 0.95 -5.23
H -0.92 1.42 -4.01
*
```

The frontier orbital gap comes out at 7.4 eV. The calculation puts the energy relative to the best compared isomer or geometry (same formula, charge and spin) at 60.4 kJ/mol. Its total energy is -132620.56442 eV.

=====

Record 6
Computed, not measured: C6H12N2O as an isolated structure in a non-equilibrium geometry, with wB97M-V/def2-TZVPD.

ORCA input file:
```
! wB97M-V def2-TZVPD RIJCOSX def2/J DEFGRID3
* xyz 0 1
C 0.45 -0.91 0.04
C -0.37 -0.99 1.32
C -0.75 0.49 1.51
C -0.69 1.11 0.12
C 0.18 0.40 -0.61
C 1.52 0.15 -0.02
H 1.17 -2.85 -0.69
H -0.19 -2.28 -1.58
H -1.33 -1.64 1.03
H 0.30 -1.48 2.02
H -1.77 0.58 1.91
H -0.05 0.81 2.33
H -1.79 0.91 -0.33
H -1.21 3.02 0.51
H -0.73 1.03 -2.31
H 0.33 -0.63 -2.51
H 2.34 0.46 -0.86
H 1.90 0.75 0.73
N 0.69 -1.99 -0.93
N 0.28 0.58 -2.05
O -0.27 2.47 0.37
*
```

The frontier orbital gap comes out at 9.4 eV. The calculation puts the energy relative to the best compared isomer or geometry (same formula, charge and spin) at 519.1 kJ/mol. Its total energy is -11439.29021 eV.

=====

Record 7
Computed, not measured: a 4-piece molecular cluster, H9O4 overall in a non-equilibrium geometry, with wB97M-V/def2-TZVPD.

ORCA input file:
```
! wB97M-V def2-TZVPD RIJCOSX def2/J DEFGRID3
* xyz 1 1
O -1.79 0.21 1.11
H -2.22 0.15 1.98
H -2.21 1.02 0.77
O 1.56 -2.19 0.00
H 2.10 -2.90 -0.36
H 1.23 -2.52 0.84
O -0.40 1.64 -1.98
H -0.83 2.44 -2.29
H 0.31 1.47 -2.60
O 0.65 0.18 0.76
H 1.03 -0.71 0.61
H 0.93 0.86 0.12
H -0.35 0.36 1.03
*
```

The frontier orbital gap comes out at 12.1 eV. The calculation puts the energy relative to the best compared isomer or geometry (same formula, charge and spin) at 92.8 kJ/mol. Its total energy is -8329.16272 eV.

=====

Record 8
Computed, not measured: the molecule C12H24O in a non-equilibrium geometry, with wB97M-V/def2-TZVPD.

ORCA input file:
```
! wB97M-V def2-TZVPD RIJCOSX def2/J DEFGRID3
* xyz 0 1
O 0.75 -1.77 1.38
C 0.97 -2.14 0.03
C 2.21 -1.55 -0.63
C 2.18 0.11 -0.72
C 2.02 0.80 0.66
C 1.98 2.30 0.26
C 0.49 2.45 -0.40
C -0.70 1.85 0.41
C -2.01 1.69 -0.39
C -2.98 0.56 0.11
C -2.79 -0.86 -0.20
C -1.61 -1.68 0.25
C -0.35 -1.83 -0.75
H 0.57 -0.76 1.48
H 0.97 -3.28 -0.05
H 2.46 -2.06 -1.54
H 3.04 -1.84 -0.02
H 1.60 0.32 -1.66
H 3.20 0.35 -1.22
H 1.01 0.46 1.08
H 2.97 0.56 1.34
H 2.84 2.50 -0.40
H 1.88 2.97 1.16
H 0.51 2.01 -1.39
H 0.09 3.40 -0.38
H -0.75 2.44 1.37
H -0.52 0.72 0.66
H -1.79 1.74 -1.56
H -2.72 2.61 -0.23
H -3.25 0.80 1.20
H -3.98 0.86 -0.21
H -3.05 -0.96 -1.32
H -3.58 -1.61 0.22
H -1.87 -2.73 0.52
H -1.54 -1.12 1.31
H -0.41 -2.66 -1.68
H -0.11 -0.83 -1.45
*
```

The frontier orbital gap comes out at 10.7 eV. Its SMILES is OC1CCCCCCCCCCC1. The calculation puts the energy relative to the best compared isomer or geometry (same formula, charge and spin) at 199.0 kJ/mol. Its total energy is -14875.86201 eV.

=====

Q: Which value of total energy does entry 3 give?
A: -6251.33881 eV

=====

Q: Among the records above, which one has the lowest frontier orbital gap?
A: C39H78BrClIN6O5